Record 1
Below is C4H7BrN2 in the gas phase in a non-equilibrium geometry, with properties calculated with the ωB97M-V functional and the def2-TZVPD basis.

The value obtained for the molar mass is 163.02 u. The value obtained for the relative energy (zero: lowest compared OMol25 entry of this formula, charge and spin) is 177.9 kJ/mol.

The geometry in XYZ format:
```
14
Properties=species:S:1:pos:R:3:forces:R:3
C 0.0735 -1.2506 -0.5412 -4.4712 0.2654 -0.8620
C 0.9280 0.2219 1.2195 -2.1857 1.6716 2.5497
H 0.1364 -0.3260 1.7099 0.2694 -1.0426 0.6109
N -1.2519 -1.4801 -0.7945 -1.6865 -0.6119 -0.6560
Br 1.0579 -2.7856 -0.3094 0.6592 -0.6818 0.1295
H 1.4124 0.2840 -0.9625 -0.8543 0.2314 1.5059
H -0.7267 1.1539 -1.5417 -0.8961 -0.0157 -2.7564
N -2.3769 -1.7426 -1.0804 5.3396 1.3255 1.3542
H -1.5099 1.1318 0.0530 0.6339 -0.5113 -0.5208
C 0.5775 0.1349 -0.1796 -1.0513 1.3854 -4.0008
H 0.6532 1.1766 1.7199 0.7287 0.1873 -0.8856
H 1.8813 -0.0192 1.5403 1.8038 -0.9310 0.4793
H -0.2843 2.2533 -0.2941 0.7966 0.3563 -0.0054
C -0.5703 1.2478 -0.5392 0.9138 -1.6286 3.0574
```
Positions in Å, forces in eV/Å.

Löwdin population analysis, charges in e, atoms 1 to 8: -0.78, -0.12, 0.09, -0.16, 0.78, 0.15, 0.03, 0.19

=====

Record 2
Below is C22H49N2OP3SY as an isolated structure in a non-equilibrium geometry, with properties calculated with the ωB97M-V functional and the def2-TZVPD basis.

The value obtained for the molar mass is 571.54 u. The value obtained for the relative energy (zero: lowest compared OMol25 entry of this formula, charge and spin) is 12.3 kJ/mol. As for the total charge: +3.

The geometry in XYZ format:
```
79
Properties=species:S:1:pos:R:3:forces:R:3
H 1.5264 -3.9861 -5.8444 -0.4938 0.1845 0.1580
C 1.7606 2.6144 6.0646 -0.4818 -0.0726 0.0683
H -2.4554 2.2010 -0.3408 0.3570 -0.5539 -0.1100
N 0.6466 3.4533 3.1503 0.1578 -0.2022 -0.9102
H 2.8300 -1.1553 -2.1812 -0.0270 -0.2149 -0.0989
H 1.2926 5.7180 1.5178 0.0755 -0.1599 0.0340
H -4.3427 -0.7619 -1.7819 0.1415 0.2903 0.1803
H -1.4408 -0.9144 -3.2128 -0.0667 -0.2696 0.0110
C -0.6075 -0.6630 -8.1769 0.0382 -0.0425 0.1256
H -2.0877 -0.2417 -6.6437 0.1046 -0.1214 -0.2338
C 0.7608 4.9229 3.4671 -0.2137 -0.0430 0.6129
Y 0.0594 0.3720 0.2902 1.7487 -1.4709 1.5053
P -2.1355 -1.0539 -0.8639 -1.2748 -0.9408 -0.5404
C 1.6668 5.7144 2.5450 0.2140 -0.0835 -0.3115
H 2.6476 -2.2962 1.7446 0.1486 -0.0197 -0.1494
C -0.8642 -1.9256 -6.1233 0.5276 0.1377 -0.3096
H -1.6778 -2.8128 2.2833 0.1323 0.1060 0.2622
C -1.3657 2.2538 -0.4326 0.3321 1.4845 -2.7011
H -1.3674 -2.1458 -5.1819 0.1357 0.0895 -0.2469
H 1.5200 -4.3823 -0.4116 -0.2204 0.3327 0.0389
C -1.2630 -0.8801 -6.9581 0.2045 -0.2757 -0.2245
H 3.4517 1.8991 3.3948 0.0819 0.4175 0.2451
H -3.3769 -2.2977 0.8341 0.0754 -0.1702 -0.2276
H 0.7507 2.9657 5.8235 0.1612 -0.0778 0.0757
H 3.5132 -3.0609 0.3699 -0.2691 0.3590 0.0865
C -1.0859 -2.3141 3.0604 0.2504 -0.1676 -0.3656
H 1.4340 -2.0774 -2.8006 0.1962 -0.0558 0.0581
P 1.4569 -1.9539 -0.3533 1.2700 -1.7077 -0.5066
H -0.1164 1.1499 4.2767 0.0147 -0.1257 0.0390
H -3.4780 0.8111 -1.7189 -0.2374 -0.2012 0.0040
H 1.0879 4.9874 4.5079 -0.2150 0.2390 -0.1764
H 3.7887 2.8588 5.4434 -0.1989 0.1009 -0.2090
H 0.3388 -3.7951 0.7940 0.0667 -0.0613 -0.1826
H -2.6777 1.1546 2.7178 -0.0941 -0.1444 0.1658
H 0.9176 -1.3640 -9.5442 -0.1687 -0.0549 0.3043
H -2.9794 -0.1112 3.9452 0.0726 0.0279 -0.3067
C 0.4351 -1.5131 -8.5766 -0.2910 -0.0589 0.1858
H -1.0720 1.3363 -2.4159 -0.0728 -0.0820 0.5828
C 1.7353 2.6916 2.8153 0.6605 0.3119 2.0847
P -0.9130 -0.5267 2.7161 -0.9143 -0.5102 1.6963
C 0.7335 -3.6364 -0.2162 -0.3902 0.1229 0.1713
H -0.9144 0.1635 -8.8215 0.0984 -0.3242 0.2027
C 2.9480 -2.1722 0.6974 -0.1184 0.3356 0.1752
H 0.8673 -0.3227 4.3829 -0.3990 0.0595 0.0080
H 1.6743 -3.2263 -8.0375 -0.1969 0.3064 0.0737
H 2.0065 2.9789 7.0703 0.0011 -0.0522 -0.3134
C 0.8656 -2.5502 -7.7457 -0.4594 0.1971 0.8009
H -3.3101 -0.4199 2.2057 0.1349 0.0815 0.2465
H 2.6991 5.3420 2.5493 -0.1784 0.0435 -0.0220
C -2.6364 0.0757 2.9179 -0.0134 0.1868 -0.3693
H -1.5642 -2.4552 4.0408 0.1457 0.0775 -0.3036
H -3.6775 -2.8832 -0.8273 0.1717 -0.0043 0.2302
C -1.8286 -1.7019 -2.5543 0.3016 0.2020 0.0475
O 0.7573 -3.4995 -5.4940 0.4653 -0.6333 -0.2416
H -0.8994 2.9733 0.2656 0.1318 -0.5962 -0.1662
H -0.0834 -2.7628 3.0748 -0.2633 -0.0006 0.1111
H 1.7027 6.7658 2.8412 -0.0593 -0.1719 0.2095
H 2.8357 -2.9466 -2.0887 -0.2511 0.3264 0.0513
H 3.5784 -1.2798 0.6171 0.0149 -0.2089 0.0621
N 2.7100 2.5147 3.7195 -1.1500 0.2005 -1.2184
C -2.9046 -2.5449 -0.1248 0.2260 0.0011 0.2279
H -1.1212 -2.5416 -2.5393 -0.1633 0.2416 -0.0912
H -4.1807 0.1127 -0.2259 0.0431 0.0082 -0.2726
H 2.7750 4.2070 4.9530 0.0417 -0.3009 0.1275
H 0.3893 2.1910 -1.6749 -0.1935 -0.3601 0.3577
H -2.7974 -2.0496 -2.9399 0.3214 0.0522 0.0123
H -0.0780 -3.7802 -0.9372 0.1848 -0.0225 0.1073
H -0.7674 -0.2471 5.1496 0.1692 -0.0862 -0.3733
C 2.2071 -2.0439 -2.0230 -0.1543 0.3800 -0.0841
H -0.2585 5.3206 3.4128 0.1774 -0.2376 0.1322
H -2.1650 -3.3423 0.0143 -0.2589 0.1252 0.0171
C 2.7891 3.1177 5.0733 0.7695 -0.0121 0.0710
C 0.2509 -2.6935 -6.4806 0.0414 0.6242 -0.5122
C -3.6850 -0.1200 -1.1783 0.1950 0.2796 0.1746
H -0.1770 3.2058 2.6060 0.4840 0.4595 -0.0612
H 1.7496 1.5185 6.1022 0.0687 0.2227 0.0245
C -0.1630 0.0556 4.2807 0.4425 0.3145 -0.1020
C -0.6411 1.8143 -1.5261 -1.7924 2.5652 0.2169
S 1.9999 1.9915 1.2614 -0.5167 -0.5959 -0.4414
```
Positions in Å, forces in eV/Å.

Löwdin population analysis, charges in e, atoms 1 to 8: 0.12, -0.07, 0.09, 0.01, 0.06, 0.08, 0.07, 0.04

=====

Record 3
Below is C4H2N2S2 in the gas phase in a non-equilibrium geometry, with properties calculated with the ωB97M-V functional and the def2-TZVPD basis.

The value obtained for the molar mass is 142.21 u. The value obtained for the relative energy (zero: lowest compared OMol25 entry of this formula, charge and spin) is 2.5 kJ/mol. As for the structure (SMILES): N#C[C@H]1C=NSC1=S.

The geometry in XYZ format:
```
10
Properties=species:S:1:pos:R:3:forces:R:3
S -0.0590 2.7592 -0.1354 0.1295 -0.0693 -0.0140
H 0.2994 -2.2328 0.2973 -0.3518 0.6272 0.0829
H -0.4996 0.1147 1.4394 -0.1012 0.0843 0.1041
N 1.7518 -0.9926 -0.2964 -0.2053 0.5425 -0.0101
C 0.5701 -1.1803 0.1239 0.3075 -0.7376 0.0333
C -1.6160 -0.1400 -0.3088 -1.6491 0.1220 -0.6774
C 0.4762 1.2389 -0.0992 -0.0892 0.1063 -0.0677
S 2.0546 0.6683 -0.5565 -0.0593 0.0560 0.0427
C -0.3309 0.0283 0.3647 0.4167 -0.8382 -0.2502
N -2.6465 -0.2636 -0.8290 1.6023 0.1068 0.7564
```
Positions in Å, forces in eV/Å.

Löwdin population analysis, charges in e, atoms 1 to 8: 0.71, 0.13, 0.16, -0.25, -0.22, -0.20, -1.11, 0.95

=====

Record 4
Below is C6H10N2O2 in the gas phase in a non-equilibrium geometry, with properties calculated with the ωB97M-V functional and the def2-TZVPD basis.

The value obtained for the molar mass is 142.16 u. The value obtained for the relative energy (zero: lowest compared OMol25 entry of this formula, charge and spin) is 176.5 kJ/mol. As for the structure (SMILES): CNC[C@@H]1N=C(C)C(=O)O1.

The geometry in XYZ format:
```
20
Properties=species:S:1:pos:R:3:forces:R:3
H -0.3926 2.4531 0.2325 -0.7453 -1.4845 -0.4646
H -2.1274 1.8829 -0.2242 1.0916 0.2668 0.5887
N -1.0392 0.2636 0.3571 1.5228 -0.9921 -0.3974
C 0.3342 -0.3508 -1.6675 -1.1577 2.3116 0.7895
C 1.7756 0.9573 -0.5290 -1.0401 0.1711 0.1890
H -1.5304 1.9812 1.4459 -0.0831 -0.3849 -0.2792
C 2.4391 -0.9107 1.1343 -2.8676 -2.2085 0.5917
H 2.4284 -1.9989 1.2773 -0.1388 0.0557 -0.6077
H 3.4168 -0.6492 1.1796 2.7775 1.5106 0.6714
H -1.2094 -1.3620 -0.9215 -1.2886 -0.8589 0.1171
C -1.1049 -0.3047 -0.9782 0.9432 0.9342 -0.8131
H 1.7616 -0.6038 1.9490 0.8582 0.5842 0.0759
H -0.1305 -0.0727 0.7629 -1.5913 0.6594 -0.0540
C 1.7876 -0.4870 -0.1060 1.6762 1.2107 0.8791
H 0.2351 -0.5465 -2.6932 0.1050 -0.9963 -1.3102
C -1.2248 1.6856 0.4250 -0.9504 2.1081 0.3946
H -1.8397 0.2234 -1.6580 0.7652 -0.7254 0.9716
O 2.2488 1.9013 0.0445 -0.1233 -0.3630 -0.8857
N 1.0711 -1.1859 -0.8298 -0.7861 -2.4263 -1.2590
O 0.9159 0.9624 -1.6059 1.0324 0.6273 0.8022
```
Positions in Å, forces in eV/Å.

Löwdin population analysis, charges in e, atoms 1 to 8: 0.10, 0.09, -0.10, -0.30, -0.41, 0.07, 0.01, 0.10

=====

Record 5
Below is C17H17BaClINO as an isolated structure in a non-equilibrium geometry, with properties calculated with the ωB97M-V functional and the def2-TZVPD basis.

The value obtained for the molar mass is 551.01 u. The value obtained for the relative energy (zero: lowest compared OMol25 entry of this formula, charge and spin) is 0.0 kJ/mol.

The geometry in XYZ format:
```
39
Properties=species:S:1:pos:R:3:forces:R:3
H -2.3674 -1.3881 -2.5691 0.0792 0.4964 -0.4604
C 1.7395 0.5426 5.0624 -0.7009 -0.4928 0.1234
C 0.5822 -0.2355 5.3190 0.4673 0.3578 -0.7303
H -1.7027 -1.7512 5.6760 0.0626 0.1132 -0.7891
C -0.0388 -0.3711 2.9487 -0.2555 -0.3668 2.1628
C 0.9997 -1.6610 -2.3291 0.4558 -0.0076 -0.1936
C 0.2611 1.8340 -1.6937 0.5971 -0.0064 0.6511
I 3.7938 2.0827 3.2920 -1.0342 -0.7081 0.2832
C -1.4146 -0.8246 -2.5915 -1.6282 0.5258 -0.7375
O 1.5580 0.8888 1.5538 0.0420 0.8063 0.3254
C -1.9491 0.6558 -2.0424 -0.2842 -0.3052 0.0232
C -1.0341 1.6514 -1.3947 -0.1675 0.6794 0.1829
H 1.8641 1.7489 -3.0571 -0.3676 -0.1948 -0.0089
H 1.5514 -2.2855 -1.5764 -0.1790 -0.0036 -0.8326
H -2.6007 -1.9055 1.4598 -0.0460 -0.0237 -0.3428
H -2.7775 0.4845 -1.3427 0.0917 -0.0641 0.0163
C 1.7995 -0.2424 -2.3125 1.0711 -0.1300 -0.4161
C -1.9945 -1.5982 2.2939 0.7816 0.7254 0.6956
H -1.4676 2.2258 -0.5296 0.5474 -0.5347 -0.8301
C -1.5207 -1.5268 4.6095 0.3326 0.2623 0.0201
H 2.4450 -0.0835 -1.3981 -0.4416 0.1133 -0.7775
C 2.0737 0.9019 3.7516 -1.3987 -0.9805 0.6227
H 2.4194 0.9047 5.8525 -0.7852 -0.5072 -0.1147
Cl 0.2588 -0.6092 6.9757 -0.1037 -0.1230 0.4494
H -1.1490 -0.5805 -3.6285 -0.1677 -0.2214 -0.1072
H 1.2006 -2.0710 -3.3403 0.2585 0.1617 0.4542
H -0.7685 -2.3948 -1.1883 0.1911 0.3771 -0.9679
H -2.4500 1.0710 -2.9330 0.2938 0.0272 0.2506
C 1.2006 0.4819 2.7209 0.4625 0.5012 -0.7045
C -0.4457 -1.7017 -2.0101 0.2564 -1.3722 1.2005
H 0.9149 2.3914 -0.9722 -0.7696 -0.0004 -0.7966
C -2.3763 -1.9717 3.6098 0.9038 0.4616 0.6215
Ba 0.4888 -0.3778 -0.0246 -0.4312 -0.8987 -0.0172
H 0.4571 0.8300 -3.6203 -0.0544 0.0910 0.1103
H -3.2823 -2.5703 3.8540 0.8868 0.5656 -0.4416
C 1.0535 1.0707 -2.7375 0.5669 0.0815 -0.0396
H 2.5917 -0.3913 -3.0397 -0.0348 0.0777 -0.3501
C -0.3457 -0.7337 4.3041 1.2178 0.7300 0.8192
N -0.9268 -0.8435 2.0049 -0.7161 -0.2134 0.6458
```
Positions in Å, forces in eV/Å.

Löwdin population analysis, charges in e, atoms 1 to 8: 0.10, -0.17, -0.61, 0.09, -0.17, -0.36, -0.25, 0.87

=====

Q: What is the formula in the first record?
A: C4H7BrN2

=====

Q: Number 1 is which compound?
A: C4H7BrN2

=====

Repeat the first record exactly.
Below is C4H7BrN2 in the gas phase in a non-equilibrium geometry, with properties calculated with the ωB97M-V functional and the def2-TZVPD basis.

The value obtained for the molar mass is 163.02 u. The value obtained for the relative energy (zero: lowest compared OMol25 entry of this formula, charge and spin) is 177.9 kJ/mol.

The geometry in XYZ format:
```
14
Properties=species:S:1:pos:R:3:forces:R:3
C 0.0735 -1.2506 -0.5412 -4.4712 0.2654 -0.8620
C 0.9280 0.2219 1.2195 -2.1857 1.6716 2.5497
H 0.1364 -0.3260 1.7099 0.2694 -1.0426 0.6109
N -1.2519 -1.4801 -0.7945 -1.6865 -0.6119 -0.6560
Br 1.0579 -2.7856 -0.3094 0.6592 -0.6818 0.1295
H 1.4124 0.2840 -0.9625 -0.8543 0.2314 1.5059
H -0.7267 1.1539 -1.5417 -0.8961 -0.0157 -2.7564
N -2.3769 -1.7426 -1.0804 5.3396 1.3255 1.3542
H -1.5099 1.1318 0.0530 0.6339 -0.5113 -0.5208
C 0.5775 0.1349 -0.1796 -1.0513 1.3854 -4.0008
H 0.6532 1.1766 1.7199 0.7287 0.1873 -0.8856
H 1.8813 -0.0192 1.5403 1.8038 -0.9310 0.4793
H -0.2843 2.2533 -0.2941 0.7966 0.3563 -0.0054
C -0.5703 1.2478 -0.5392 0.9138 -1.6286 3.0574
```
Positions in Å, forces in eV/Å.

Löwdin population analysis, charges in e, atoms 1 to 8: -0.78, -0.12, 0.09, -0.16, 0.78, 0.15, 0.03, 0.19

=====

Q: What is the molar mass in the third record?
A: 142.21 u